Record 1
DFT (ωB97M-V/def2-TZVPD) results for a cluster of 2 separate species, C3H4Br2N2 in total in a non-equilibrium geometry.

## Properties
charge: 0
HOMO energy: -9.732 eV
LUMO: -0.36 eV
relative energy (zero: lowest compared OMol25 entry of this formula, charge and spin): 117.57 kJ/mol

Cartesian coordinates (Å):
Br1 2.3501 -0.1841 -1.8885
N1 0.6621 -0.4120 -1.0688
C1 -0.2569 -1.2402 -1.5335
C2 -1.3673 -1.0408 -0.7555
C3 -1.0083 -0.0602 0.1521
N2 0.2016 0.3800 -0.1549
H1 0.0526 -1.8096 -2.3869
H2 -2.3645 -1.4552 -0.7320
H3 -1.4082 0.5051 0.9318
Br2 2.1715 2.4659 4.1373
H4 0.9673 2.8512 3.2988

Record 2
DFT (ωB97M-V/def2-TZVPD) results for the molecule C9H17N3O5 in a non-equilibrium geometry.

## Properties
charge: 0
HOMO energy: -9.360 eV
LUMO: 0.33 eV
relative energy (zero: lowest compared OMol25 entry of this formula, charge and spin): 334.64 kJ/mol

Cartesian coordinates (Å):
C1 -2.5357 -1.7978 0.8676
C2 -2.0091 -1.1021 -0.4615
O1 -2.9127 -1.2853 -1.5290
C3 -1.7102 0.4184 -0.1862
N1 -0.6490 0.5592 0.7056
C4 0.6892 0.9613 0.5975
O2 1.3719 0.9291 1.5796
C5 1.1271 1.7403 -0.6722
N2 1.9066 2.9761 -0.3617
C6 1.9858 0.7028 -1.3486
C7 2.8322 -0.3235 -0.4569
C8 2.0055 -1.4226 -0.0833
N3 2.5715 -2.2072 0.8875
O3 0.9230 -1.7789 -0.5631
C9 -2.9563 0.9406 0.1145
O4 -3.7138 0.9873 -0.8017
O5 -3.2709 1.1878 1.3656
H1 -2.8493 -1.0613 1.6754
H2 -3.4374 -2.4319 0.7446
H3 -1.6994 -2.5211 1.0274
H4 -1.0142 -1.6682 -0.7852
H5 -3.4679 -0.4760 -1.7562
H6 -1.4402 0.8767 -1.1042
H7 -0.5597 0.1117 1.6948
H8 0.2874 1.9631 -1.3199
H9 1.3509 3.4838 0.2575
H10 2.6425 2.7113 0.2358
H11 2.8573 1.2491 -1.7815
H12 1.4110 0.2241 -2.0910
H13 3.2225 0.1174 0.4869
H14 3.8500 -0.6162 -0.8759
H15 3.5635 -2.0785 0.9670
H16 2.3062 -3.1500 1.0523
H17 -2.6779 1.7804 1.9186

Record 3
DFT (ωB97M-V/def2-TZVPD) results for a cluster of 9 separate species, C6H29O9 in total in a non-equilibrium geometry.

## Properties
multiplicity: 2
charge: 0
⟨S²⟩: 0.7557
HOMO energy (alpha / beta): -10.006 / -10.005 eV
LUMO (alpha / beta): 0.01 / -4.83 eV
relative energy (zero: lowest compared OMol25 entry of this formula, charge and spin): 47.52 kJ/mol

Cartesian coordinates (Å):
C1 -2.9899 -0.0423 1.2052
O1 -2.9462 1.2452 0.9413
C2 -2.3635 -0.8216 -0.2248
C3 -1.3095 -1.9442 -0.0659
C4 0.1047 -1.4356 0.2721
C5 1.1262 -2.1372 -0.5751
C6 1.4677 -3.5903 -0.2122
H1 -4.0463 -0.2536 1.3937
H2 -2.3073 -0.3854 2.0227
H3 -1.9203 0.0494 -0.7026
H4 -3.2613 -1.3841 -0.4484
H5 -1.7392 -2.6250 0.6895
H6 -1.5292 -2.6336 -0.9544
H7 0.1530 -0.3259 0.3028
H8 0.1931 -1.7550 1.3368
H9 2.0314 -1.5348 -0.4868
H10 0.7754 -2.1380 -1.6100
H11 1.0701 -4.3050 -0.8832
H12 2.5825 -3.5505 -0.0374
H13 1.1849 -3.7384 0.9094
H14 1.5105 3.9239 1.6553
H15 0.6149 3.2623 0.6014
O2 1.5525 3.3716 0.8417
H16 -1.1676 3.3293 -0.3056
H17 -2.0154 1.6929 0.7023
O3 -0.8259 2.4616 -0.1049
H18 0.3580 0.7986 3.0323
H19 0.5539 -0.5215 3.4319
O4 0.3593 0.2968 3.8891
H20 3.2242 -0.7863 1.8141
H21 3.6948 -0.7290 0.4612
O5 3.7502 -1.3099 1.2230
H22 -2.7409 1.9756 -2.4394
H23 -1.5317 2.0911 -1.4613
O6 -1.8118 2.0249 -2.4241
H24 -0.9741 0.7291 -3.3943
H25 0.4108 0.3887 -2.9358
O7 -0.1733 0.1920 -3.6767
H26 1.5800 1.2043 -0.0783
H27 2.5397 1.3864 0.9632
O8 2.1542 0.6336 0.4755
H28 0.2481 2.3183 -1.2550
H29 1.3015 2.6463 -2.2504
O9 1.1118 1.9251 -1.6375

Record 4
DFT (ωB97M-V/def2-TZVPD) results for a cluster of 7 separate species, C34H86F3N6O15 in total in a non-equilibrium geometry.

## Properties
charge: +3
HOMO energy: -13.333 eV
LUMO: -6.33 eV
relative energy (zero: lowest compared OMol25 entry of this formula, charge and spin): 0.00 kJ/mol

Cartesian coordinates (Å):
N1 -0.8183 -0.4424 0.1511
O1 -0.7664 -1.6657 0.0073
O2 0.2075 0.2436 0.2683
O3 -1.9319 0.1508 0.2516
C1 4.6339 2.0879 0.1009
O4 4.5714 3.4378 0.6214
O5 4.4807 1.1926 1.0472
C2 3.6245 2.0619 -1.0740
F1 4.0626 1.2020 -2.0269
F2 2.3698 1.6346 -0.7739
F3 3.4520 3.2408 -1.6992
C3 5.7119 4.2394 0.3149
C4 5.4239 5.6771 0.6977
H1 4.9957 5.7163 1.7000
H2 6.3889 6.1871 0.7408
H3 4.8085 6.1847 -0.0395
H4 5.8329 4.2101 -0.7748
H5 6.6267 3.8786 0.7889
H6 5.6327 2.0047 -0.3674
C5 0.4781 2.8896 4.5266
O6 0.7655 1.9563 3.5005
C6 1.8566 2.3491 2.6796
C7 1.5506 3.4753 1.7486
N2 0.2824 3.1318 0.9833
H7 0.2612 2.1070 0.8289
H8 -0.5288 3.3125 1.5726
C8 0.0863 3.6890 -0.3894
C9 -0.1856 5.1853 -0.3777
O7 0.6485 5.9056 0.4695
C10 1.8619 6.3276 -0.1544
H9 -0.4263 2.5745 5.0461
H10 0.2260 3.9005 4.1733
H11 1.3296 3.0030 5.2009
H12 2.1249 1.4786 2.0739
H13 2.7701 2.5045 3.2613
H14 2.3065 3.6725 0.9902
H15 1.3348 4.4435 2.1926
H16 -0.7679 3.1620 -0.8258
H17 0.9230 3.3595 -0.9987
H18 -1.2244 5.3685 -0.0772
H19 -0.1501 5.5932 -1.3970
H20 2.4524 6.8700 0.5778
H21 1.6001 6.9689 -0.9971
H22 2.4782 5.4783 -0.4651
C11 -1.4916 -4.1400 -5.7731
O8 -0.9940 -4.3372 -4.4543
C12 -1.9951 -4.5251 -3.4797
C13 -1.3003 -4.2712 -2.1678
N3 -0.0710 -5.1671 -2.0263
H23 -0.4495 -6.1152 -2.0618
H24 0.4957 -5.0243 -2.8654
C14 0.8128 -4.7905 -0.8101
C15 0.4910 -5.5621 0.4364
O9 1.3693 -6.5908 0.7735
C16 1.0660 -7.8435 0.1784
H25 -2.3644 -4.7667 -5.9691
H26 -0.7431 -4.3905 -6.5192
H27 -1.7522 -3.0829 -5.8922
H28 -2.4334 -5.5289 -3.5111
H29 -2.7518 -3.7464 -3.6295
H30 -1.8652 -4.5381 -1.2774
H31 -0.8403 -3.2853 -2.1672
H32 0.5437 -3.7370 -0.7310
H33 1.8098 -4.9088 -1.2248
H34 -0.5556 -5.8774 0.5837
H35 0.5273 -4.8359 1.2606
H36 0.1094 -8.2657 0.4922
H37 1.8942 -8.5021 0.4266
H38 1.0922 -7.7787 -0.9206
C17 0.4394 0.4263 -3.5891
O10 -0.9224 0.7349 -3.8648
C18 -1.8325 -0.1358 -3.2492
C19 -3.0161 0.7233 -2.9124
N4 -3.5495 1.4311 -4.1220
H39 -2.8282 2.0710 -4.4695
H40 -3.7060 0.7419 -4.8603
C20 -4.8369 2.1961 -3.9755
C21 -4.7233 3.4544 -3.1529
O11 -4.5395 3.0958 -1.7982
C22 -4.3779 4.2653 -1.0006
H41 0.6457 -0.6321 -3.8136
H42 0.7043 0.6265 -2.5502
H43 1.0947 0.9101 -4.3103
H44 -1.4500 -0.5897 -2.3285
H45 -2.0895 -1.0162 -3.8602
H46 -2.7381 1.4792 -2.1846
H47 -3.8547 0.1558 -2.5069
H48 -5.5828 1.4955 -3.5971
H49 -5.1787 2.4208 -4.9871
H50 -5.6588 4.0125 -3.2458
H51 -3.8834 4.0393 -3.5525
H52 -4.2058 3.9548 0.0333
H53 -5.3167 4.8148 -0.8886
H54 -3.5322 4.8525 -1.3562
C23 -1.3053 -2.6507 3.0952
O12 -1.3327 -1.2428 2.9233
C24 -1.7155 -0.5370 4.0840
C25 -2.5189 0.6689 3.6004
N5 -3.5374 0.2214 2.5914
H55 -3.0004 -0.1162 1.7741
H56 -4.0951 -0.5664 2.9247
C26 -4.4892 1.3287 2.2067
C27 -5.1005 1.0883 0.8559
O13 -5.8846 -0.0691 0.9923
C28 -6.2937 -0.6128 -0.2422
H57 -0.7010 -2.9339 3.9604
H58 -0.9636 -3.0909 2.1645
H59 -2.3147 -3.0344 3.2990
H60 -0.8659 -0.2490 4.7027
H61 -2.4225 -1.1584 4.6530
H62 -1.8092 1.2510 3.0080
H63 -3.0555 1.2135 4.3710
H64 -3.8852 2.2358 2.1815
H65 -5.1886 1.3365 3.0398
H66 -4.3441 0.9802 0.0685
H67 -5.6653 1.9924 0.5933
H68 -6.6879 0.1619 -0.9160
H69 -7.1517 -1.2642 -0.0933
H70 -5.4793 -1.1283 -0.7625
C29 6.0264 -1.9977 -1.1708
O14 5.0447 -2.0593 -0.1593
C30 3.7618 -1.6890 -0.5854
C31 2.8133 -1.9951 0.5378
N6 3.2675 -1.2194 1.7554
H71 4.1582 -1.6388 2.0361
H72 3.5494 -0.2493 1.4577
C32 2.3140 -1.1620 2.8854
C33 2.3355 -2.4334 3.7234
O15 2.2216 -3.5880 2.9717
C34 2.0338 -4.7848 3.7167
H73 5.7862 -2.6569 -2.0079
H74 6.9615 -2.3009 -0.7022
H75 6.2268 -0.9756 -1.5082
H76 3.4610 -2.2999 -1.4542
H77 3.7438 -0.6420 -0.8848
H78 2.9240 -3.0348 0.8323
H79 1.8126 -1.6235 0.3264
H80 1.2958 -1.0519 2.5045
H81 2.5202 -0.2962 3.5088
H82 1.4600 -2.3388 4.3921
H83 3.1752 -2.3873 4.4328
H84 2.7559 -4.8286 4.5333
H85 2.1226 -5.6469 3.0619
H86 1.0108 -4.7895 4.1148

Record 5
DFT (ωB97M-V/def2-TZVPD) results for a structure of composition C20H20Br2N3O8W.

## Properties
multiplicity: 3
charge: +1
⟨S²⟩: 2.0104
HOMO energy (alpha / beta): -10.467 / -10.937 eV
LUMO (alpha / beta): -2.89 / -3.43 eV
relative energy (zero: lowest compared OMol25 entry of this formula, charge and spin): 74.77 kJ/mol

Cartesian coordinates (Å):
W1 -0.4077 0.5053 0.1368
O1 0.7843 0.3878 2.0133
C1 0.0077 -0.5711 2.2973
O2 -1.1953 -0.4701 1.8557
C2 0.5641 -1.8490 2.8256
C3 -0.4851 -2.9638 2.9410
C4 0.1440 -4.1966 3.6018
C5 0.9719 -4.7807 2.4289
C6 0.7223 -3.7283 1.3472
O3 -0.6360 -3.3524 1.5744
C7 1.5116 -2.4431 1.7130
C8 1.7810 -1.5505 0.5123
O4 2.8883 -1.2986 0.1287
O5 0.6933 -1.0898 -0.1505
H1 1.1261 -1.6430 3.7361
H2 -1.4432 -2.6451 3.3410
H3 0.7512 -3.9350 4.4683
H4 -0.6293 -4.8878 3.9289
H5 2.0286 -4.9050 2.6595
H6 0.5757 -5.7414 2.1067
H7 0.8487 -4.0604 0.3204
H8 2.4880 -2.6769 2.1299
C9 -1.6096 5.3591 2.0814
O6 -0.6036 4.4647 1.5587
C10 -0.9371 3.2907 1.1097
O7 -0.0508 2.5490 0.6561
N1 -2.2195 2.8837 1.1117
N2 -2.4311 1.6152 0.5562
H9 -1.0679 6.2473 2.3831
H10 -2.0931 4.9135 2.9504
H11 -2.3279 5.6159 1.3030
H12 -2.9935 3.4363 1.4423
H13 -2.9871 1.6675 -0.2941
H14 -2.8839 0.9954 1.2262
C11 2.5272 2.0783 -0.7731
C12 1.7180 1.6316 -1.9478
C13 2.2340 1.7641 -3.2567
C14 1.5483 1.2869 -4.3328
C15 0.3152 0.6254 -4.1400
C16 -0.4711 0.0137 -5.1504
Br1 0.0813 0.0961 -6.9510
C17 -1.6255 -0.6463 -4.8365
C18 -2.0622 -0.7314 -3.4975
Br2 -3.6534 -1.6413 -3.0949
C19 -1.3386 -0.1460 -2.4942
O8 -1.6897 -0.1624 -1.1985
C20 -0.1518 0.5399 -2.8234
N3 0.5292 1.0797 -1.7572
H15 3.5626 2.2214 -1.0717
H16 2.5066 1.3272 0.0185
H17 2.1485 3.0160 -0.3681
H18 3.1983 2.2350 -3.3825
H19 1.9519 1.3844 -5.3314
H20 -2.2137 -1.1151 -5.6120

Record 6
DFT (ωB97M-V/def2-TZVPD) results for the ion C5H12NO with charge +1 in a non-equilibrium geometry.

## Properties
charge: +1
HOMO energy: -14.391 eV
LUMO: -5.52 eV
relative energy (zero: lowest compared OMol25 entry of this formula, charge and spin): 523.75 kJ/mol

Cartesian coordinates (Å):
C1 1.5078 -0.1775 -2.3050
N1 0.5001 0.0875 -1.3946
C2 -0.4042 -1.0389 -0.7113
C3 -0.0061 -1.3569 0.6671
C4 -0.0338 -0.0815 1.7343
C5 -1.0679 1.0599 1.2947
O1 -0.6724 1.6931 0.1505
H1 2.5303 0.4927 -2.2775
H2 1.3732 -0.4282 -3.3853
H3 0.0026 1.0242 -0.7849
H4 -0.0248 -1.7462 -1.5544
H5 -1.3443 -0.6139 -0.9826
H6 0.9204 -1.8368 0.5698
H7 -0.7355 -2.1277 0.7878
H8 -0.3448 -0.5717 2.6238
H9 0.9644 0.3127 1.9070
H10 -0.7540 1.9388 1.9354
H11 -2.1239 0.7194 1.3915
H12 -0.2870 2.6511 0.3337

Record 7
DFT (ωB97M-V/def2-TZVPD) results for a structure of composition Cl3NO15Tl in a non-equilibrium geometry.

## Properties
multiplicity: 2
charge: 0
⟨S²⟩: 1.7825
HOMO energy (alpha / beta): -9.114 / -9.130 eV
LUMO (alpha / beta): -4.69 / -4.86 eV

Cartesian coordinates (Å):
Tl1 0.2532 4.3217 -0.1998
N1 1.7238 2.4342 3.3151
O1 2.0252 2.6810 4.4638
O2 1.0598 3.2203 2.6000
O3 2.0996 1.3875 2.9118
Cl1 -4.3341 -1.9099 -0.2134
O4 -3.8472 -1.8299 1.1392
O5 -3.6190 -2.8678 -1.0587
O6 -5.4945 -2.6395 -0.2517
O7 -4.1733 -0.6290 -0.9323
Cl2 -0.7212 0.5095 0.0043
O8 -0.6640 1.6799 0.8714
O9 -1.1967 -0.6001 0.6024
O10 -1.4274 0.7908 -1.2407
O11 0.6910 0.3903 -0.3085
Cl3 3.5785 -1.3701 -2.3424
O12 3.0583 -2.7756 -2.4076
O13 5.0223 -1.4142 -2.7804
O14 2.6029 -0.6553 -3.1485
O15 3.3630 -0.7238 -1.0240

Record 8
DFT (ωB97M-V/def2-TZVPD) results for a structure of composition C4H7NO in a non-equilibrium geometry.

## Properties
charge: 0
HOMO energy: -9.102 eV
LUMO: 0.73 eV
relative energy (zero: lowest compared OMol25 entry of this formula, charge and spin): 360.83 kJ/mol

Cartesian coordinates (Å):
C1 1.9158 -0.1097 -0.2909
C2 0.6813 0.5080 0.2635
O1 0.6172 1.5817 0.8536
N1 -0.4943 -0.1245 0.1731
C3 -1.3970 -0.9496 -0.4909
C4 -1.5781 0.6268 0.5609
H1 2.2916 0.5050 -1.1132
H2 2.6549 -0.1013 0.5118
H3 1.7388 -1.1305 -0.6414
H4 -1.7080 -1.8638 0.0308
H5 -1.1584 -1.1859 -1.5596
H6 -1.7654 0.6752 1.6547
H7 -1.7983 1.5687 0.0478

Record 9
DFT (ωB97M-V/def2-TZVPD) results for a cluster of 2 separate species, H2N2O3S in total in a non-equilibrium geometry.

## Properties
charge: 0
HOMO energy (alpha / beta): -9.153 / -9.149 eV
LUMO (alpha / beta): -3.55 / -3.55 eV
relative energy (zero: lowest compared OMol25 entry of this formula, charge and spin): 516.18 kJ/mol

Cartesian coordinates (Å):
N1 0.3514 -0.2990 -0.4567
N2 -3.1990 0.7904 -0.1387
O1 -2.9022 1.7672 0.4850
O2 -3.8311 0.6514 -1.1350
O3 -3.1008 -1.8628 -0.2309
S1 -2.5752 -0.8346 0.6244
H1 0.3282 0.7162 -0.3949
H2 0.8415 -0.6392 0.3676

Record 10
DFT (ωB97M-V/def2-TZVPD) results for a structure of composition C22H31F9I2NO2PtSbSi3.

## Properties
charge: 0
HOMO energy: -7.822 eV
LUMO: -0.40 eV
relative energy (zero: lowest compared OMol25 entry of this formula, charge and spin): 0.00 kJ/mol

Cartesian coordinates (Å):
Pt1 -0.0312 -1.2339 0.5475
I1 -3.8730 -2.8516 -2.6439
C1 -2.3897 -3.8752 -1.6111
C2 -2.3469 -5.2782 -1.7096
C3 -1.4003 -6.0152 -1.0545
I2 -1.3947 -8.0879 -1.2957
C4 -0.4418 -5.3668 -0.2363
C5 0.6104 -6.0006 0.4642
C6 1.4923 -5.2592 1.1959
C7 1.3273 -3.8675 1.2775
N1 0.3410 -3.2606 0.6627
C8 -0.5251 -3.9670 -0.1220
C9 -1.4797 -3.1776 -0.8376
O1 -1.4377 -1.8682 -0.7432
H1 -3.0797 -5.7735 -2.3314
H2 0.7145 -7.0755 0.4001
H3 2.3116 -5.7235 1.7256
H4 1.9881 -3.2395 1.8587
F1 2.7813 -0.6101 5.1582
C10 2.7075 -0.8588 3.8465
F2 3.6278 -0.1078 3.2406
F3 3.0603 -2.1402 3.6605
C11 1.2918 -0.5950 3.2320
O2 1.4392 -0.8104 1.9014
C12 0.8766 0.8854 3.5240
F4 -0.3403 1.1378 3.0128
F5 1.7239 1.7424 2.9436
F6 0.8222 1.1885 4.8257
C13 0.2471 -1.5260 3.9441
F7 -0.9937 -1.2904 3.5034
F8 0.2324 -1.3633 5.2729
F9 0.5105 -2.8170 3.7081
C14 -2.8104 2.7195 1.6319
Si1 -1.2644 3.2404 0.7248
C15 -1.7197 4.4061 -0.6712
C16 -0.0361 4.1043 1.8389
Sb1 -0.2228 1.1753 -0.3824
Si2 -1.4845 1.0159 -2.6147
C17 -3.2871 0.9339 -2.1283
C18 -0.8684 -0.4660 -3.5709
C19 -1.1780 2.5185 -3.6963
Si3 2.1337 1.8321 -1.1557
C20 2.5589 0.6480 -2.5407
C21 3.3664 1.6691 0.2281
C22 2.1001 3.5970 -1.7905
H5 -3.2737 3.5895 2.1056
H6 -2.6028 1.9798 2.4048
H7 -3.5344 2.2884 0.9375
H8 -2.0870 5.3427 -0.2419
H9 -2.5111 3.9951 -1.3008
H10 -0.8639 4.6421 -1.3059
H11 -0.4269 5.1007 2.0656
H12 0.9339 4.2300 1.3555
H13 0.1218 3.5782 2.7795
H14 -3.4599 0.1088 -1.4376
H15 -3.9260 0.7879 -3.0030
H16 -3.5884 1.8653 -1.6423
H17 -0.8003 -1.3564 -2.9511
H18 0.1121 -0.2566 -4.0020
H19 -1.5602 -0.6712 -4.3933
H20 -1.5749 3.4451 -3.2834
H21 -1.6741 2.3349 -4.6548
H22 -0.1160 2.6626 -3.9072
H23 2.4052 -0.3872 -2.2289
H24 3.6101 0.7684 -2.8157
H25 1.9551 0.8293 -3.4316
H26 3.2879 0.6948 0.7139
H27 3.2233 2.4348 0.9896
H28 4.3745 1.7823 -0.1814
H29 1.3728 3.7360 -2.5928
H30 3.0856 3.8669 -2.1802
H31 1.8580 4.3001 -0.9915